[1]
2 unconnected molecules or ions with the total composition C11H16N2O2 in a non-equilibrium geometry. Source: the Open Molecules 2025 dataset; level of theory: the ωB97M-V functional and the def2-TZVPD basis.

Last column: Löwdin charge in e.
Geometry (Å):
C -0.389 -2.406 0.589  0.025
C -1.309 -1.363 -0.046  -0.250
C -1.941 -1.536 -1.397  -0.025
N -1.755 -0.506 0.837  -0.272
O -1.433 -0.291 2.014  -0.030
O -2.729 0.458 0.408  0.063
H -0.757 -2.557 1.536  0.058
H -0.391 -3.281 -0.017  0.079
H 0.586 -2.055 0.608  0.052
H -1.580 -2.327 -2.101  0.105
H -3.008 -1.757 -1.148  0.098
H -2.204 -0.536 -1.841  0.070
H -2.749 1.062 1.083  0.054
C -0.829 1.520 -1.307  0.029
C -0.047 1.571 -0.268  -0.310
C -0.252 2.576 0.894  -0.048
C 1.146 0.715 -0.069  -0.229
C 1.876 0.684 1.063  -0.045
C 3.151 0.036 1.148  -0.089
N 3.668 -0.706 0.099  0.028
C 3.027 -0.563 -1.063  -0.152
C 1.764 0.135 -1.207  0.001
H -0.882 0.682 -1.987  0.047
H -1.782 2.012 -1.369  0.076
H -1.181 3.072 0.779  0.050
H 0.556 3.304 0.923  0.083
H -0.399 1.976 1.932  0.120
H 1.340 1.061 1.930  0.097
H 3.797 0.139 2.062  0.114
H 3.375 -1.267 -1.951  0.134
H 1.329 0.148 -2.134  0.068

Force components x, y, z for each atom (eV/Å):
C -1.50 1.14 -2.60
C 0.13 -0.67 1.11
C -2.39 1.07 0.22
N -0.80 1.19 -1.28
O 0.81 -0.61 0.78
O -0.14 -3.78 -3.83
H -0.53 -0.70 2.34
H -0.17 -0.83 -0.34
H 2.01 0.78 0.31
H 0.13 1.03 0.89
H 0.51 -0.66 -0.24
H 0.99 -1.07 -0.13
H 0.23 2.24 3.18
C -1.66 -0.91 -1.08
C 1.02 1.00 2.69
C -0.23 -2.36 1.25
C 0.75 -0.10 -3.93
C 1.65 -0.93 2.40
C -0.39 -0.33 -0.98
N -0.56 2.10 1.14
C -2.03 -1.45 -1.20
C 2.70 -1.13 2.82
H 1.06 0.21 -0.30
H 0.08 0.96 0.18
H -0.86 0.73 -0.35
H 0.05 -0.11 0.34
H 0.70 1.44 -2.37
H 0.90 0.14 0.28
H -0.94 -0.45 -0.97
H -0.49 1.85 1.85
H -1.02 0.20 -2.17

Values from the calculation:
Orbital gap (eV): 9.054
Total energy (hartree): -688.5348
LUMO (Ha): 0.014
Energy relative to the best compared isomer or geometry (same formula, charge and spin) (kJ/mol): 675.2
Net charge: 0

[2]
A molecular structure, C47H34F12FeN3O5Te in a non-equilibrium geometry. Source: the Open Molecules 2025 dataset; level of theory: the ωB97M-V functional and the def2-TZVPD basis.

Last column: Löwdin charge in e.
Geometry (Å):
Fe 0.126 -0.123 0.105  0.634
C 1.142 6.801 -0.756  -0.072
C 0.604 5.394 -0.678  -0.288
C -0.722 5.133 -0.364  -0.050
C -1.195 3.840 -0.278  0.004
C -0.365 2.728 -0.522  -0.206
N -0.816 1.461 -0.548  0.056
C -2.722 1.061 1.242  -0.209
C -4.058 1.641 0.844  -0.058
C -5.270 1.131 1.147  -0.068
C -5.368 -0.018 1.954  -0.251
C -6.687 -0.553 2.427  -0.067
C -4.174 -0.664 2.328  -0.003
C -2.909 -0.262 1.994  0.003
C -1.750 -1.150 2.539  -0.324
O -0.519 -1.089 1.968  -0.315
C -2.219 -2.678 2.494  -0.527
F -1.192 -3.501 2.785  0.101
F -3.198 -3.074 3.364  0.087
F -2.670 -3.004 1.272  0.129
C -1.562 -0.842 4.073  -0.511
F -0.639 -1.660 4.622  0.141
F -2.701 -1.016 4.804  0.114
F -1.162 0.407 4.308  0.182
C 1.005 2.992 -0.819  -0.055
C 1.443 4.304 -0.896  -0.013
C 1.954 1.807 -1.091  -0.305
O 1.798 0.710 -0.300  -0.137
C 1.834 1.496 -2.639  -0.511
F 2.150 2.586 -3.400  0.114
F 2.665 0.511 -3.037  0.142
F 0.601 1.162 -3.021  0.163
C 3.461 2.192 -0.859  -0.515
F 4.221 1.085 -0.798  0.146
F 4.034 2.977 -1.810  0.115
F 3.637 2.843 0.309  0.121
H 0.357 7.504 -1.039  0.063
H 1.550 7.124 0.207  0.071
H 1.944 6.865 -1.494  0.067
H -1.407 5.955 -0.178  0.104
H -2.225 3.662 -0.003  0.095
H -3.994 2.548 0.254  0.109
H -6.170 1.628 0.795  0.103
H -7.507 0.098 2.122  0.063
H -6.873 -1.554 2.025  0.076
H -6.698 -0.635 3.517  0.076
H -4.311 -1.546 2.934  0.107
H 2.471 4.520 -1.154  0.113
C 2.224 3.113 2.440  -0.078
O 1.262 3.278 3.478  -0.090
C -0.077 3.119 3.191  -0.201
C -0.910 3.959 3.898  -0.044
C -2.290 3.878 3.773  -0.124
C -2.817 2.944 2.902  -0.072
C -2.011 2.088 2.153  -0.097
C -2.043 0.850 -0.198  -0.265
N -1.624 -0.531 -0.331  -0.051
N -1.848 -1.045 -1.559  0.123
C -0.761 -1.411 -2.157  -0.472
O 0.417 -1.213 -1.637  -0.260
C -0.853 -1.961 -3.525  -0.142
C -2.065 -2.378 -4.070  -0.031
C -2.120 -2.838 -5.375  -0.103
C -0.970 -2.874 -6.155  -0.115
C 0.239 -2.456 -5.616  -0.088
C 0.298 -2.004 -4.308  -0.021
C -0.591 2.110 2.307  -0.291
O 0.209 1.283 1.741  -0.084
H 3.196 3.158 2.933  0.086
H 2.144 3.930 1.715  0.081
H 2.106 2.171 1.913  0.071
H -0.454 4.675 4.574  0.103
H -2.943 4.540 4.331  0.077
H -3.893 2.868 2.814  0.100
H -2.826 1.065 -0.944  0.144
H -2.952 -2.338 -3.451  0.107
H -3.065 -3.165 -5.793  0.090
H -1.015 -3.225 -7.180  0.087
H 1.143 -2.481 -6.211  0.097
H 1.236 -1.685 -3.871  0.114
Te 0.781 -2.779 0.365  1.693
C 1.560 -4.440 1.546  -0.444
C 1.013 -5.710 1.382  -0.140
C 1.444 -6.776 2.155  -0.106
C 2.431 -6.586 3.115  -0.121
C 2.985 -5.326 3.287  -0.110
C 2.550 -4.263 2.506  -0.130
C 1.545 -3.904 -1.321  -0.444
C 2.887 -3.912 -1.689  -0.118
C 3.315 -4.630 -2.796  -0.105
C 2.403 -5.353 -3.555  -0.117
C 1.063 -5.352 -3.199  -0.104
C 0.643 -4.631 -2.090  -0.154
H 0.236 -5.852 0.639  0.094
H 1.003 -7.757 2.021  0.091
H 2.754 -7.418 3.731  0.087
H 3.754 -5.174 4.036  0.092
H 2.977 -3.276 2.645  0.095
H 3.598 -3.339 -1.104  0.100
H 4.364 -4.624 -3.071  0.091
H 2.735 -5.914 -4.422  0.088
H 0.340 -5.898 -3.794  0.097
H -0.407 -4.625 -1.817  0.097

Force components x, y, z for each atom (eV/Å):
Fe 1.01 2.78 1.55
C -0.03 -0.13 0.07
C 0.05 0.04 -0.04
C 0.02 0.02 -0.07
C -0.10 -0.25 -0.15
C 0.49 0.45 -0.01
N 0.66 -1.81 -0.19
C 0.33 0.01 -0.05
C -0.07 0.06 0.04
C 0.05 0.15 -0.01
C -0.05 0.01 0.03
C 0.13 0.00 -0.09
C -0.02 0.09 0.02
C -0.34 -0.19 -0.03
C 0.33 -0.19 0.10
O -0.65 -0.17 0.03
C 0.13 -0.28 -0.15
F -0.11 0.17 -0.22
F 0.22 -0.06 -0.02
F 0.16 0.01 0.13
C 0.02 0.10 0.18
F -0.14 0.07 -0.04
F 0.21 0.08 -0.08
F -0.01 -0.26 -0.02
C -0.18 -0.19 0.15
C -0.15 0.12 -0.06
C 0.16 0.29 -0.28
O -1.14 -0.40 -0.82
C -0.01 0.07 -0.22
F -0.04 -0.20 0.18
F -0.08 0.07 0.13
F 0.05 -0.08 0.18
C 0.34 -0.07 0.21
F -0.06 0.24 -0.07
F -0.12 -0.10 0.19
F 0.18 -0.22 -0.52
H 0.02 0.03 0.00
H 0.00 0.04 -0.02
H 0.00 0.05 0.00
H 0.01 0.00 0.03
H 0.02 0.04 -0.02
H -0.03 -0.01 -0.01
H 0.00 0.00 0.00
H -0.02 -0.02 0.00
H -0.05 -0.01 0.02
H -0.05 -0.02 0.00
H 0.00 0.16 -0.06
H 0.04 -0.07 0.02
C -0.24 0.15 0.08
O 0.00 -0.39 0.10
C 0.12 0.15 -0.11
C 0.00 0.00 -0.02
C -0.12 -0.02 -0.04
C 0.04 0.02 0.05
C 0.19 0.04 -0.06
C -1.24 0.83 -0.10
N 0.25 -0.20 0.11
N -0.11 0.07 -0.69
C -0.36 0.29 0.22
O -0.40 0.61 0.65
C 0.19 -0.04 -0.26
C 0.01 -0.04 0.10
C -0.01 -0.02 -0.05
C 0.04 0.01 -0.01
C -0.01 -0.03 -0.05
C 0.02 -0.03 0.13
C -0.56 0.10 0.02
O 0.67 -0.73 -0.52
H 0.00 0.03 -0.03
H -0.06 0.00 0.13
H -0.06 0.02 0.16
H 0.07 0.00 -0.05
H 0.02 -0.03 0.04
H -0.04 -0.02 -0.04
H 0.04 -0.01 0.05
H 0.00 0.03 -0.01
H -0.01 0.00 0.01
H -0.02 -0.01 0.01
H -0.01 -0.01 -0.02
H -0.02 0.02 0.02
Te 0.65 -2.31 -0.19
C -0.09 0.53 0.22
C -0.13 0.09 -0.15
C 0.06 -0.02 0.03
C -0.02 -0.03 -0.01
C 0.02 -0.10 0.03
C -0.01 0.19 -0.05
C -0.02 0.37 0.11
C -0.01 0.10 0.08
C 0.04 -0.02 0.00
C -0.02 -0.05 -0.03
C 0.04 -0.03 -0.03
C -0.10 0.01 0.12
H 0.00 -0.06 0.05
H -0.01 0.01 -0.02
H 0.03 0.02 0.00
H -0.01 0.04 -0.01
H 0.01 -0.03 0.04
H 0.02 0.00 -0.04
H -0.01 0.01 0.00
H 0.01 0.03 0.00
H 0.00 0.00 0.01
H -0.01 0.02 -0.04

Values from the calculation:
Orbital gap (spin up / spin down) (eV): 5.678 / 5.621
Total energy (hartree): -5081.9330
LUMO (spin up / spin down) (Ha): 0.146 / 0.145
Net charge: -2
Expectation value of S²: 0.792
2S+1: 2